1.
Entry from OMol25: 14 unconnected molecules or ions with the total composition C25H59N14O34S2 at a distorted geometry (the ωB97M-V functional and the def2-TZVPD basis).

XYZ file:
```
134
Properties=species:S:1:pos:R:3
C 3.65 -0.73 -2.01
C 2.82 -0.22 -3.29
C 2.34 -1.35 -4.30
C 1.40 -2.51 -3.65
N -0.01 -2.09 -3.52
C -0.56 -2.03 -2.12
C 0.50 -1.36 -1.07
S -0.09 -1.25 0.68
O -0.86 0.03 0.97
O 1.20 -1.14 1.52
C -0.69 -3.56 -1.64
C -2.12 -4.11 -1.21
O -2.74 -3.47 -0.06
S -3.76 -2.30 -0.75
O -4.77 -1.85 0.27
O -2.75 -1.02 -1.10
C -1.92 -1.19 -2.28
C -2.86 -1.57 -3.51
C -4.04 -0.47 -3.62
O -5.19 -0.62 -3.14
C -1.44 0.34 -2.66
O -1.42 1.21 -1.74
O -1.08 0.70 -3.94
H 4.69 -0.23 -2.03
H 3.84 -1.85 -2.13
H 3.12 -0.49 -1.03
H 3.54 0.46 -3.88
H 1.92 0.44 -3.05
H 3.21 -1.80 -4.91
H 1.66 -0.84 -5.08
H 1.43 -3.32 -4.48
H 1.89 -3.03 -2.76
H -0.55 -2.84 -3.99
H 0.86 -0.33 -1.39
H 1.46 -2.00 -0.97
H -0.72 -2.40 1.14
H 0.00 -3.74 -0.73
H -0.30 -4.31 -2.43
H -1.96 -5.21 -0.90
H -2.91 -4.15 -2.04
H -2.29 -1.44 -4.51
H -3.27 -2.63 -3.53
H -3.74 0.52 -4.14
C -4.30 -2.67 3.01
N -4.29 -3.43 4.29
O -4.88 -2.94 5.24
O -3.69 -4.49 4.29
H -4.87 -1.75 3.15
H -3.27 -2.44 2.75
H -4.77 -3.30 2.26
C -1.60 -1.44 4.91
N -0.25 -2.04 5.00
O 0.65 -1.35 5.45
O -0.14 -3.19 4.60
H -1.56 -0.42 5.29
H -1.90 -1.45 3.87
H -2.27 -2.05 5.52
C 2.27 0.77 3.94
N 3.63 1.36 3.88
O 4.47 0.92 4.64
O 3.81 2.24 3.05
H 2.25 0.00 4.71
H 1.57 1.57 4.19
H 2.04 0.34 2.96
C -6.81 1.86 -3.66
N -6.36 3.01 -4.49
O -5.24 2.93 -4.98
O -7.14 3.94 -4.63
H -6.02 1.11 -3.62
H -7.02 2.25 -2.66
H -7.71 1.46 -4.12
C 2.18 -2.94 7.50
N 2.21 -3.70 8.77
O 1.63 -3.22 9.73
O 2.80 -4.77 8.77
H 1.62 -2.02 7.65
H 3.21 -2.72 7.22
H 1.70 -3.57 6.75
C -6.01 5.87 -6.93
N -5.55 7.01 -7.77
O -4.44 6.93 -8.26
O -6.33 7.94 -7.91
H -5.22 5.12 -6.90
H -6.22 6.26 -5.94
H -6.91 5.46 -7.40
C 4.51 -7.62 9.77
N 5.37 -8.69 9.21
O 6.56 -8.46 9.11
O 4.82 -9.74 8.90
H 5.12 -6.75 10.00
H 3.76 -7.37 9.02
H 4.04 -8.01 10.67
C 0.22 1.75 -7.43
N 1.69 1.64 -7.27
O 2.39 2.12 -8.14
O 2.09 1.07 -6.27
H 0.01 2.28 -8.36
H -0.18 0.74 -7.46
H -0.16 2.30 -6.57
C 4.53 5.09 4.33
N 5.33 6.34 4.33
O 5.42 6.95 3.28
O 5.84 6.67 5.39
H 4.14 4.92 3.33
H 5.18 4.28 4.63
H 3.71 5.22 5.05
C -3.04 2.59 4.24
N -2.16 1.52 3.70
O -0.97 1.77 3.60
O -2.70 0.47 3.39
H -2.43 3.47 4.47
H -3.78 2.83 3.48
H -3.51 2.21 5.14
C 4.94 4.24 -2.70
N 4.42 2.96 -3.23
O 5.24 2.13 -3.59
O 3.21 2.83 -3.28
H 6.03 4.22 -2.72
H 4.56 5.04 -3.34
H 4.58 4.34 -1.68
C 9.31 -7.49 7.73
N 10.12 -6.25 7.73
O 10.22 -5.64 6.67
O 10.62 -5.91 8.78
H 8.93 -7.67 6.73
H 9.97 -8.31 8.03
H 8.50 -7.36 8.44
C -7.63 10.00 -10.30
N -8.21 10.18 -11.66
O -7.72 11.04 -12.36
O -9.14 9.45 -11.96
H -6.82 10.71 -10.16
H -8.43 10.18 -9.58
H -7.26 8.98 -10.23
```

Results
Net charge ... -1
Calculated total energy ... -138988.0463 eV
LUMO level ... 1.12 eV

Atomic partial charges in e from the Löwdin method, atoms 1 to 2:
1 C -0.109
2 C -0.258



2.
Entry from OMol25: a molecular structure, C25H60F3Na2O15S at a distorted geometry (the ωB97M-V functional and the def2-TZVPD basis).

XYZ file:
```
106
Properties=species:S:1:pos:R:3
Na 1.38 -3.96 0.34
Na 0.80 -3.35 -4.78
C -0.98 -0.13 -1.68
F -0.63 0.95 -0.99
F -2.03 -0.66 -1.04
F -1.32 0.16 -2.92
S 0.43 -1.33 -1.67
O 0.23 -2.11 -0.46
O 0.23 -2.08 -2.92
O 1.60 -0.50 -1.65
C -2.54 2.25 1.50
O -1.65 2.45 2.57
C -0.66 1.48 2.69
C -1.17 0.03 2.85
O -2.31 -0.17 3.64
C -2.01 -0.35 5.00
H -1.99 2.42 0.57
H -3.35 2.96 1.63
H -2.99 1.26 1.51
H 0.01 1.68 3.53
H 0.01 1.51 1.82
H -0.34 -0.59 3.25
H -1.31 -0.36 1.84
H -2.95 -0.35 5.54
H -1.47 0.50 5.41
H -1.49 -1.30 5.18
C -0.78 -3.60 2.64
O 0.63 -3.51 2.57
C 1.28 -4.05 3.70
C 2.77 -3.86 3.55
O 3.13 -4.12 2.21
C 4.50 -3.94 1.93
H -1.25 -3.09 1.80
H -1.17 -3.16 3.56
H -1.13 -4.64 2.57
H 1.03 -5.13 3.71
H 0.93 -3.73 4.68
H 3.30 -4.60 4.17
H 3.05 -2.88 3.95
H 4.94 -3.14 2.53
H 4.65 -3.79 0.86
H 5.11 -4.81 2.22
C 4.30 -1.11 0.08
O 4.15 -0.81 1.45
C 3.03 -0.03 1.80
C 3.09 1.36 1.15
O 2.47 2.33 1.94
C 2.20 3.49 1.18
H 5.27 -1.61 0.01
H 4.27 -0.25 -0.58
H 3.52 -1.81 -0.24
H 3.03 0.07 2.88
H 2.12 -0.56 1.47
H 2.60 1.25 0.17
H 4.15 1.61 0.99
H 1.66 3.32 0.25
H 3.17 3.98 1.01
H 1.67 4.23 1.78
C -1.25 5.65 -0.86
O 0.14 5.62 -1.15
C 0.43 5.34 -2.50
C 1.93 5.31 -2.65
O 2.57 4.24 -1.99
C 2.13 2.98 -2.43
H -1.36 5.49 0.21
H -1.77 4.80 -1.31
H -1.61 6.64 -1.16
H 0.08 6.22 -3.07
H -0.10 4.51 -2.97
H 2.38 6.22 -2.26
H 2.22 5.35 -3.72
H 1.19 2.69 -1.95
H 2.86 2.21 -2.18
H 1.92 2.96 -3.51
C -7.77 -3.47 3.22
O -6.46 -3.56 3.70
C -5.93 -2.36 4.25
C -5.41 -1.46 3.15
O -4.59 -2.16 2.26
C -4.46 -1.47 1.03
H -7.88 -2.66 2.49
H -8.49 -3.21 4.02
H -8.09 -4.45 2.88
H -5.17 -2.71 4.94
H -6.70 -1.83 4.82
H -4.91 -0.57 3.54
H -6.29 -1.09 2.61
H -3.67 -2.00 0.49
H -4.14 -0.44 1.19
H -5.41 -1.49 0.49
C 1.24 0.93 -8.55
O 0.60 1.46 -7.41
C 1.39 1.47 -6.25
C 1.19 0.28 -5.35
O 1.53 -0.98 -5.93
C 2.91 -1.26 -5.69
H 0.51 0.63 -9.29
H 1.84 0.05 -8.27
H 1.95 1.63 -9.00
H 1.23 2.41 -5.71
H 2.45 1.57 -6.53
H 0.12 0.23 -5.13
H 1.68 0.45 -4.39
H 3.53 -0.61 -6.31
H 3.09 -2.32 -5.86
H 3.20 -1.03 -4.66
```

Results
Energy above the lowest of the compared OMol25 structures with the same formula, charge and spin ... 0.000 eV
Net charge ... +1
Calculated total energy ... -85420.9092 eV
LUMO level ... -3.91 eV

Atomic partial charges in e from the Löwdin method, atoms 1 to 2:
1 Na 0.632
2 Na 0.755



3.
Entry from OMol25: 3 unconnected molecules or ions with the total composition C25H60IN7O6P2SSi at a distorted geometry (the ωB97M-V functional and the def2-TZVPD basis).

XYZ file:
```
103
Properties=species:S:1:pos:R:3
C 2.96 -5.18 5.37
O 3.51 -5.23 4.06
C 3.01 -6.24 3.24
C 1.49 -6.14 3.01
O 1.16 -4.78 2.89
C -0.20 -4.47 3.19
C -0.28 -2.97 3.07
C 0.54 -2.37 4.22
O 0.39 -2.71 5.36
O 1.44 -1.41 3.92
C -1.15 -5.25 2.27
C -2.58 -4.76 2.12
C -2.77 -3.62 1.11
I -3.52 -4.32 4.01
N 3.23 -7.61 3.79
C 4.32 -7.99 4.16
S 5.71 -8.48 4.67
Si 3.94 -6.11 1.56
C 3.04 -5.01 0.33
C 5.67 -5.46 1.82
C 4.10 -7.80 0.76
H 3.07 -6.13 5.89
H 1.91 -4.90 5.37
H 3.51 -4.40 5.90
H 1.27 -6.67 2.08
H 0.91 -6.60 3.82
H -0.40 -4.77 4.22
H 0.19 -2.65 2.14
H -1.28 -2.57 3.18
H 1.62 -1.39 2.97
H -0.67 -5.30 1.29
H -1.21 -6.29 2.62
H -3.16 -5.60 1.75
H -2.59 -2.63 1.51
H -3.75 -3.68 0.63
H -2.03 -3.78 0.32
H 2.10 -5.43 -0.03
H 2.87 -4.01 0.71
H 3.70 -4.91 -0.53
H 6.36 -6.27 2.05
H 6.01 -5.03 0.87
H 5.68 -4.70 2.60
H 3.14 -8.25 0.50
H 4.71 -8.47 1.35
H 4.63 -7.64 -0.19
C -2.30 -0.02 -4.30
N -2.59 -0.60 -3.01
C -3.66 -1.58 -3.09
P -2.58 0.27 -1.56
O -2.36 -0.73 -0.49
N -1.13 1.22 -1.49
C 0.05 0.75 -2.21
C -0.79 1.55 -0.11
N -3.64 1.57 -1.96
C -3.10 2.87 -2.36
C -4.73 1.75 -0.99
H -3.12 0.58 -4.70
H -2.10 -0.83 -5.01
H -1.40 0.59 -4.29
H -4.63 -1.12 -3.33
H -3.76 -2.11 -2.14
H -3.42 -2.32 -3.86
H 0.25 -0.32 -2.06
H 0.92 1.31 -1.86
H -0.02 0.95 -3.27
H -0.33 0.71 0.42
H -1.69 1.84 0.44
H -0.11 2.40 -0.10
H -2.63 3.41 -1.54
H -3.93 3.47 -2.73
H -2.39 2.77 -3.17
H -4.37 2.16 -0.03
H -5.22 0.79 -0.78
H -5.49 2.42 -1.39
C -0.38 8.99 -3.27
N -1.22 7.93 -2.74
C -2.52 8.43 -2.34
P -0.65 6.67 -1.78
O -1.62 5.57 -1.95
N 0.77 6.01 -2.51
C 0.95 6.11 -3.95
C 0.99 4.64 -2.06
N 0.16 7.56 -0.54
C 1.60 7.74 -0.58
C -0.26 7.17 0.82
H -0.11 9.74 -2.51
H -0.93 9.51 -4.06
H 0.53 8.62 -3.72
H -2.46 9.09 -1.46
H -3.19 7.60 -2.10
H -2.98 8.99 -3.16
H 0.04 5.85 -4.52
H 1.75 5.44 -4.27
H 1.27 7.11 -4.25
H 0.33 3.92 -2.57
H 0.80 4.55 -0.99
H 2.03 4.36 -2.24
H 2.17 6.82 -0.40
H 1.86 8.47 0.19
H 1.92 8.15 -1.53
H 0.11 6.18 1.10
H -1.35 7.15 0.89
H 0.10 7.89 1.55
```

Results
Energy above the lowest of the compared OMol25 structures with the same formula, charge and spin ... 0.000 eV
SMILES ... CO[C@](CO[C@@H](CC(=O)O)C[C@H](C)I)(N=C=S)[Si](C)(C)C.CN(C)P(=O)(N(C)C)N(C)C.CN(C)P(=O)(N(C)C)N(C)C
Calculated total energy ... -95005.8701 eV
LUMO level ... 0.39 eV

Atomic partial charges in e from the Löwdin method, atoms 1 to 2:
1 C -0.045
2 O -0.146



4.
Entry from OMol25: a molecular structure, C25H61N4Na2O11 at a distorted geometry (the ωB97M-V functional and the def2-TZVPD basis).

XYZ file:
```
103
Properties=species:S:1:pos:R:3
Na 1.66 -7.99 0.55
Na -1.93 -6.59 4.97
O -0.21 -1.56 0.74
C 0.11 -2.79 0.64
O 0.32 -3.45 1.67
O 0.45 -3.25 -0.53
H 0.03 -1.29 -0.15
C 6.83 -0.09 6.62
O 6.30 0.97 5.89
C 6.16 0.60 4.51
C 5.88 1.83 3.57
N 6.78 3.00 3.90
C 6.56 4.25 3.13
C 7.09 5.60 3.83
O 6.60 5.77 5.13
C 5.22 5.72 5.38
H 6.15 -0.92 6.82
H 7.13 0.10 7.65
H 7.79 -0.38 6.19
H 5.33 -0.09 4.40
H 7.09 0.09 4.26
H 4.85 2.16 3.69
H 6.07 1.37 2.61
H 6.82 3.16 4.89
H 5.51 4.48 2.95
H 7.08 4.11 2.18
H 6.76 6.51 3.31
H 8.17 5.73 3.75
H 4.74 6.67 5.13
H 4.88 5.51 6.39
H 4.83 4.88 4.82
C 5.12 3.61 -5.23
O 4.99 4.40 -6.40
C 5.41 5.81 -6.32
C 5.34 6.33 -7.72
N 6.11 7.56 -7.88
C 5.72 8.22 -9.13
C 6.02 9.72 -9.12
O 4.87 10.52 -8.56
C 4.60 11.72 -9.19
H 5.11 2.55 -5.46
H 4.25 3.77 -4.59
H 5.90 3.85 -4.50
H 6.45 5.98 -6.04
H 4.74 6.40 -5.69
H 4.27 6.33 -7.94
H 5.73 5.59 -8.42
H 7.05 7.21 -7.86
H 4.67 8.06 -9.37
H 6.21 7.79 -10.00
H 5.92 10.04 -10.16
H 7.02 9.88 -8.71
H 3.98 12.35 -8.55
H 4.16 11.56 -10.17
H 5.56 12.24 -9.32
C -5.89 -14.38 -3.20
O -4.92 -13.49 -2.74
C -5.10 -12.27 -3.47
C -4.51 -12.15 -4.93
N -3.17 -11.66 -4.95
C -2.94 -10.23 -4.72
C -1.48 -9.87 -4.99
O -1.03 -10.08 -6.32
C 0.32 -9.69 -6.47
H -5.97 -15.19 -2.47
H -5.50 -14.70 -4.17
H -6.84 -13.85 -3.31
H -4.37 -11.77 -2.83
H -5.90 -11.57 -3.26
H -5.22 -11.67 -5.61
H -4.38 -13.14 -5.37
H -2.66 -12.06 -5.73
H -3.32 -9.69 -3.85
H -3.43 -9.68 -5.53
H -0.97 -10.55 -4.30
H -1.44 -8.82 -4.70
H 0.57 -9.88 -7.51
H 0.94 -10.39 -5.92
H 0.47 -8.65 -6.20
C -8.07 4.34 9.90
O -9.11 3.84 9.07
C -8.85 3.87 7.64
C -10.03 3.19 7.00
N -10.28 1.83 7.28
C -9.25 0.93 6.66
C -8.36 0.04 7.65
O -7.32 -0.73 6.96
C -6.67 -0.11 5.91
H -8.38 4.42 10.94
H -7.69 5.32 9.62
H -7.18 3.72 9.82
H -7.83 3.55 7.44
H -8.89 4.94 7.43
H -9.91 3.31 5.93
H -10.96 3.75 7.11
H -10.20 1.76 8.28
H -8.59 1.56 6.07
H -9.57 0.13 5.99
H -9.02 -0.57 8.27
H -7.91 0.72 8.37
H -5.75 -0.58 5.55
H -6.37 0.92 6.06
H -7.32 -0.33 5.06
```

Results
Energy above the lowest of the compared OMol25 structures with the same formula, charge and spin ... 13.046 eV
Net charge ... +1
Calculated total energy ... -64211.2442 eV
LUMO level ... -5.85 eV

Atomic partial charges in e from the Löwdin method, atoms 1 to 2:
1 Na 0.967
2 Na 0.982



Calculated HOMO level (eV), listed in the same order as above: -5.55, -10.91, -8.59, -8.63
Calculated gap between HOMO and LUMO (eV), listed in the same order as above: 6.67, 7.00, 8.98, 2.78